A) 32
Properties=species:S:1:pos:R:3 method="wB97M-V/def2-TZVPD" multiplicity=5 mol_weight_g_mol=230.15 e_homo_ev="-16.37 / -16.57" total_charge=+2
V -0.452 -2.056 0.035
F -0.115 -0.087 0.438
C -3.315 -1.207 0.736
O -2.506 -1.787 -0.340
H -2.703 -0.412 1.164
H -4.228 -0.801 0.317
H -3.463 -1.918 1.547
H -3.106 -2.117 -1.021
C 2.508 -2.017 1.282
O 1.659 -2.573 0.237
H 2.566 -2.735 2.099
H 3.505 -1.808 0.902
H 2.080 -1.083 1.629
H 2.151 -3.279 -0.201
C -0.396 2.902 1.815
O -1.263 2.246 0.941
H 0.672 2.808 1.513
H -0.651 3.958 1.831
H -0.538 2.454 2.816
H -0.947 1.306 0.885
C 1.927 2.260 -0.781
O 2.133 1.566 0.409
H 2.013 1.628 -1.677
H 0.905 2.674 -0.892
H 2.588 3.116 -0.869
H 1.343 1.027 0.584
C -0.651 -0.398 -2.581
O 0.060 -1.516 -1.979
H -0.974 -0.666 -3.586
H -1.542 -0.130 -2.025
H 0.030 0.449 -2.599
H 0.710 -1.802 -2.630

---

B) 32
Properties=species:S:1:pos:R:3 method="wB97M-V/def2-TZVPD" multiplicity=5 mol_weight_g_mol=230.15 e_homo_ev="-15.72 / -15.71" total_charge=+2
V 1.598 -2.287 0.106
F -0.047 -1.248 -0.578
C -2.450 -0.917 -3.007
O -1.066 -0.779 -3.110
H -2.856 -1.879 -2.664
H -2.716 -0.150 -2.238
H -2.908 -0.630 -3.950
H -0.674 -0.910 -2.195
C 0.363 2.346 -1.517
O 1.666 2.904 -1.346
H 0.244 1.964 -2.538
H 0.278 1.512 -0.807
H -0.393 3.090 -1.289
H 2.287 2.234 -1.646
C 3.638 -0.088 1.087
O 2.251 -0.501 1.092
H 3.787 0.830 1.656
H 4.238 -0.795 1.670
H 4.093 0.024 0.104
H 1.779 0.203 1.553
C -2.179 1.574 0.785
O -2.321 0.562 -0.204
H -3.068 1.614 1.418
H -1.331 1.418 1.455
H -2.121 2.567 0.336
H -1.496 0.068 -0.260
C -0.304 -1.810 2.715
O 0.623 -2.654 1.980
H 0.096 -1.575 3.701
H -0.621 -0.899 2.218
H -1.203 -2.403 2.890
H 0.813 -3.385 2.585

---

Least stable = B)

---

A) 19
Properties=species:S:1:pos:R:3 method="wB97M-V/def2-TZVPD" mol_weight_g_mol=117.15 smiles="CC[C@@H](C)O.N=C=O" e_homo_ev=-9.63
C 0.653 1.634 1.251
C 0.545 0.159 0.891
C 0.954 -0.022 -0.756
C 0.578 -1.402 -1.267
O 0.462 1.019 -1.504
H 1.597 2.051 0.906
H -0.127 2.218 0.770
H 0.593 1.769 2.326
H -0.240 -0.332 1.464
H 1.377 -0.398 1.327
H 2.041 0.101 -0.751
H 0.893 -2.174 -0.570
H 1.064 -1.559 -2.234
H -0.494 -1.489 -1.435
H -0.512 1.054 -1.382
N -2.206 -1.338 0.610
C -2.019 -0.210 0.208
O -2.084 0.766 -0.452
H -3.075 -1.849 0.596

---

B) 19
Properties=species:S:1:pos:R:3 method="wB97M-V/def2-TZVPD" mol_weight_g_mol=117.15 e_homo_ev="-8.73 / -9.07"
C -0.326 0.635 -1.194
C -1.666 0.574 0.879
C -0.013 -1.352 0.494
C 1.494 -1.603 0.460
C -0.381 0.140 0.356
O -0.810 1.949 -1.294
O 0.979 0.557 -1.651
N 0.256 1.030 1.215
H 1.537 0.957 -0.964
H -0.456 2.328 -2.110
H -0.931 -0.062 -1.785
H 0.123 2.008 0.964
H -1.977 0.712 1.907
H -2.489 0.741 0.195
H -0.525 -1.909 -0.295
H -0.409 -1.690 1.452
H 1.692 -2.636 0.741
H 1.995 -0.941 1.162
H 1.908 -1.440 -0.530

---

C) 19
Properties=species:S:1:pos:R:3 method="wB97M-V/def2-TZVPD" mol_weight_g_mol=117.15 smiles="N/C=C/CCC=O.O" e_homo_ev=-8.06
N 2.578 0.769 0.018
C 1.376 1.228 0.584
C 0.374 0.293 0.900
C -0.845 0.707 1.603
C -2.286 0.552 0.811
C -2.093 0.722 -0.704
O -2.848 0.169 -1.480
H 3.009 1.522 -0.505
H 2.477 0.111 -0.774
H 1.385 2.241 1.017
H 0.539 -0.691 0.504
H -1.215 0.045 2.483
H -0.864 1.733 2.031
H -2.594 -0.491 0.989
H -2.986 1.176 1.302
H -1.251 1.172 -1.152
O 1.858 -3.365 -2.672
H 2.417 -4.120 -2.434
H 0.967 -3.772 -2.521

---

D) 19
Properties=species:S:1:pos:R:3 method="wB97M-V/def2-TZVPD" mol_weight_g_mol=117.15 e_homo_ev=-9.04
C -0.535 1.862 -0.179
C 1.033 -1.228 -1.141
C 1.505 0.045 0.985
C 0.437 -0.482 0.041
N -0.629 0.433 -0.339
H -0.363 2.174 0.859
H 0.274 2.231 -0.806
H -1.474 2.294 -0.521
H 0.241 -1.559 -1.806
H 1.706 -0.566 -1.681
H 2.136 -0.780 1.302
H 1.585 -2.093 -0.784
H 2.118 0.789 0.480
H 1.045 0.491 1.864
C -1.538 -0.341 0.507
O -2.679 -0.781 -0.107
O -0.566 -1.328 0.756
H -2.427 -1.346 -0.849
H -1.866 0.185 1.420

---

Least stable = B)